Record 1
The following is a quantum chemistry calculation of a single C19H18N2O3S molecule, from OMol25.

## Properties
energy relative to the best compared isomer or geometry (same formula, charge and spin) = 180.2 kJ/mol
HOMO level = -8.5475 eV
SMILES = Cc1ccc(C(=O)CSc2nnc(COc3cccc(C)c3)o2)cc1

CARTESIAN COORDINATES (ANGSTROEM)
1 C 6.249 -4.006 0.232
2 C 4.804 -3.721 -0.028
3 C 3.842 -4.014 0.935
4 C 2.512 -3.735 0.706
5 C 2.101 -3.147 -0.493
6 C 0.661 -2.878 -0.661
7 O -0.177 -3.295 0.103
8 C 0.276 -2.028 -1.866
9 S -1.480 -1.568 -1.765
10 C -1.349 -0.644 -0.322
11 N -0.258 -0.226 0.245
12 N -0.639 0.466 1.335
13 C -1.926 0.447 1.381
14 C -2.825 1.081 2.389
15 O -2.535 2.437 2.601
16 C -2.656 3.311 1.551
17 C -2.205 4.607 1.796
18 C -2.293 5.563 0.807
19 C -2.825 5.246 -0.432
20 C -3.281 3.962 -0.687
21 C -3.880 3.600 -2.013
22 C -3.197 2.998 0.313
23 O -2.455 -0.252 0.338
24 C 3.063 -2.853 -1.459
25 C 4.392 -3.141 -1.224
26 H 6.366 -4.945 0.769
27 H 6.674 -3.214 0.849
28 H 6.812 -4.053 -0.696
29 H 4.144 -4.465 1.869
30 H 1.762 -3.961 1.449
31 H 0.866 -1.114 -1.902
32 H 0.389 -2.594 -2.791
33 H -2.667 0.606 3.363
34 H -3.867 0.927 2.077
35 H -1.789 4.831 2.765
36 H -1.940 6.565 1.001
37 H -2.885 6.000 -1.204
38 H -4.968 3.574 -1.936
39 H -3.611 4.329 -2.773
40 H -3.545 2.616 -2.334
41 H -3.569 2.009 0.095
42 H 2.781 -2.410 -2.402
43 H 5.128 -2.912 -1.982

***

Record 2
The following is a quantum chemistry calculation of a single C19H18N2O7 molecule, from OMol25.

## Properties
energy relative to the best compared isomer or geometry (same formula, charge and spin) = 229.5 kJ/mol
HOMO level = -7.8089 eV
SMILES = COc1ccc(NC(=O)COC(=O)/C=C/c2ccccc2[N+](=O)[O-])cc1OC

CARTESIAN COORDINATES (ANGSTROEM)
1 C 4.016 -3.508 -5.505
2 O 3.904 -3.177 -4.143
3 C 2.717 -2.678 -3.697
4 C 1.594 -2.460 -4.475
5 C 0.426 -1.947 -3.928
6 C 0.377 -1.644 -2.579
7 N -0.764 -1.123 -1.954
8 C -1.981 -0.867 -2.483
9 O -2.322 -1.050 -3.629
10 C -2.978 -0.315 -1.456
11 O -2.349 0.072 -0.240
12 C -2.765 1.222 0.332
13 O -3.628 1.925 -0.124
14 C -2.002 1.493 1.561
15 C -2.377 2.474 2.385
16 C -1.646 2.852 3.589
17 C -0.266 3.050 3.533
18 C 0.441 3.473 4.643
19 C -0.211 3.715 5.844
20 C -1.574 3.517 5.930
21 C -2.281 3.083 4.816
22 N -3.688 2.818 4.965
23 O -4.219 2.108 4.136
24 O -4.251 3.308 5.919
25 C 1.503 -1.858 -1.779
26 C 2.667 -2.371 -2.318
27 O 3.810 -2.616 -1.620
28 C 3.821 -2.356 -0.240
29 H 5.030 -3.882 -5.633
30 H 3.870 -2.632 -6.146
31 H 3.303 -4.289 -5.791
32 H 1.608 -2.688 -5.528
33 H -0.438 -1.787 -4.548
34 H -0.664 -0.919 -0.968
35 H -3.717 -1.097 -1.244
36 H -3.505 0.541 -1.890
37 H -1.168 0.840 1.771
38 H -3.265 3.039 2.131
39 H 0.241 2.889 2.594
40 H 1.509 3.619 4.571
41 H 0.343 4.050 6.707
42 H -2.112 3.679 6.852
43 H 1.446 -1.618 -0.728
44 H 4.816 -2.636 0.103
45 H 3.074 -2.955 0.291
46 H 3.654 -1.294 -0.027

***

Record 3
The following is a quantum chemistry calculation of a single C19H18N2O7 molecule, from OMol25.

## Properties
energy relative to the best compared isomer or geometry (same formula, charge and spin) = 1425.4 kJ/mol
HOMO level = -8.2682 eV
SMILES = CCOC(=O)c1c(NC(=O)Cn2c(=O)oc3ccccc32)oc(C)c1C(C)=O

CARTESIAN COORDINATES (ANGSTROEM)
1 C 6.117 0.015 0.791
2 C 5.165 -1.028 0.354
3 O 3.796 -0.520 -0.021
4 C 2.645 -1.206 0.022
5 O 2.669 -2.461 0.176
6 C 1.438 -0.386 -0.431
7 C 0.258 -1.075 -0.749
8 N 0.185 -2.497 -0.675
9 C -1.037 -3.034 -0.701
10 O -0.998 -4.338 -0.813
11 C -2.304 -2.713 -1.006
12 N -2.595 -1.473 0.169
13 C -2.139 -1.418 1.529
14 O -1.227 -2.170 1.877
15 O -2.524 -0.415 1.937
16 C -3.376 0.289 1.316
17 C -3.934 1.519 1.353
18 C -4.885 1.807 0.462
19 C -4.916 1.000 -0.762
20 C -4.325 -0.050 -0.906
21 C -3.456 -0.483 -0.133
22 O -0.649 -0.146 -1.082
23 C -0.195 0.986 -1.063
24 C -1.188 2.260 -1.179
25 C 1.157 1.026 -0.460
26 C 1.852 2.096 -0.185
27 C 2.656 2.423 1.180
28 O 1.781 3.127 -0.879
29 H 6.978 -0.617 0.850
30 H 6.035 0.817 -0.158
31 H 5.970 0.454 1.623
32 H 5.034 -1.655 1.138
33 H 5.334 -1.600 -0.579
34 H 1.056 -2.974 -0.352
35 H -3.055 -3.155 -0.930
36 H -2.410 -2.055 -1.749
37 H -4.015 1.997 2.521
38 H -5.410 2.944 0.268
39 H -5.509 1.566 -1.604
40 H -4.332 -0.743 -1.962
41 H -0.434 2.986 -1.093
42 H -2.041 2.256 -0.331
43 H -1.585 1.945 -2.240
44 H 3.536 1.620 0.864
45 H 2.895 3.256 1.672
46 H 1.981 1.824 1.940

***

Record 4
The following is a quantum chemistry calculation of a molecular structure, C19H18N3OReSb, from OMol25.

## Properties
net charge = +4
energy relative to the best compared isomer or geometry (same formula, charge and spin) = 0.0 kJ/mol
HOMO level (alpha / beta) = -21.8611 / -21.8675 eV
multiplicity = 2

CARTESIAN COORDINATES (ANGSTROEM)
1 Re -0.116 0.480 0.182
2 C -0.993 -1.660 1.360
3 C -0.222 -2.322 0.249
4 C -0.126 -3.692 0.071
5 C 0.615 -4.173 -0.996
6 C 1.239 -3.259 -1.853
7 C 1.114 -1.899 -1.632
8 N 0.384 -1.430 -0.582
9 Sb 2.193 -0.805 -3.117
10 C -0.724 1.365 -1.495
11 C -0.828 2.173 -2.601
12 C -2.125 2.256 -3.116
13 C -3.204 1.589 -2.514
14 C -3.046 0.808 -1.375
15 C -4.158 0.120 -0.670
16 N -1.756 0.721 -0.939
17 C 1.688 1.322 0.198
18 C 2.785 2.106 -0.065
19 C 3.710 2.146 0.982
20 C 3.493 1.462 2.189
21 C 2.349 0.706 2.413
22 C 2.044 0.001 3.685
23 N 1.499 0.662 1.347
24 H -1.474 -2.368 2.040
25 H -1.846 -1.068 0.983
26 H -0.339 -1.084 2.040
27 H -0.623 -4.366 0.756
28 H 0.713 -5.239 -1.170
29 H 1.820 -3.650 -2.689
30 H -0.007 2.740 -3.017
31 H -2.317 2.874 -3.986
32 H -4.197 1.703 -2.933
33 H -4.903 0.852 -0.349
34 H -3.823 -0.433 0.205
35 H -4.668 -0.569 -1.348
36 H 2.912 2.687 -0.967
37 H 4.610 2.743 0.878
38 H 4.227 1.543 2.983
39 H 2.015 0.719 4.508
40 H 2.836 -0.714 3.920
41 H 1.093 -0.525 3.656
42 O -1.089 3.207 1.633
43 C -0.756 2.268 1.136

***

Record 5
The following is a quantum chemistry calculation of a molecular structure, C19H18N4O3Ti, from OMol25.

## Properties
net charge = +1
energy relative to the best compared isomer or geometry (same formula, charge and spin) = 0.0 kJ/mol
HOMO level (alpha / beta) = -11.3336 / -11.3795 eV
multiplicity = 2

CARTESIAN COORDINATES (ANGSTROEM)
1 Ti 0.466 -0.532 -0.890
2 C 5.015 -1.513 -0.435
3 O 4.975 -0.280 -1.151
4 C 4.422 0.760 -0.466
5 C 5.226 1.762 0.045
6 C 4.679 2.864 0.699
7 C 3.314 2.966 0.844
8 C 2.473 1.965 0.335
9 C 1.046 2.130 0.458
10 N 0.182 1.250 0.081
11 N -1.171 1.632 0.148
12 C -1.816 0.972 -0.760
13 O -1.174 0.133 -1.578
14 C -3.276 1.080 -0.893
15 C -4.010 1.803 0.048
16 C -5.385 1.893 -0.077
17 C -6.030 1.268 -1.138
18 C -5.300 0.551 -2.075
19 C -3.923 0.453 -1.955
20 C 3.032 0.864 -0.335
21 O 2.245 -0.087 -0.861
22 H 5.677 -2.172 -0.990
23 H 4.019 -1.959 -0.370
24 H 5.413 -1.363 0.571
25 H 6.296 1.671 -0.089
26 H 5.328 3.637 1.086
27 H 2.875 3.818 1.346
28 H 0.653 3.061 0.860
29 H -3.496 2.291 0.864
30 H -5.957 2.455 0.649
31 H -7.105 1.344 -1.234
32 H -5.805 0.070 -2.902
33 H -3.346 -0.099 -2.683
34 C -1.511 -1.353 1.928
35 C -0.856 -2.447 1.166
36 N -0.043 -2.324 0.120
37 C 0.283 -3.615 -0.288
38 C -0.329 -4.503 0.522
39 N -1.040 -3.748 1.430
40 H -1.038 -0.396 1.722
41 H -1.451 -1.540 3.000
42 H -2.564 -1.271 1.649
43 H 0.938 -3.805 -1.122
44 H -0.323 -5.577 0.542
45 H -1.612 -4.108 2.176

***

Record 6
The following is a quantum chemistry calculation of a single C19H18N4O4S molecule, from OMol25.

## Properties
energy relative to the best compared isomer or geometry (same formula, charge and spin) = 366.4 kJ/mol
HOMO level = -8.1779 eV
SMILES = O=[N+]([O-])c1ccc(N2CCN(S(=O)(=O)c3ccccc3)CC2)c2cccnc12

CARTESIAN COORDINATES (ANGSTROEM)
1 O -5.450 -1.473 -4.093
2 N -4.935 -1.863 -3.070
3 O -5.407 -2.729 -2.351
4 C -3.676 -1.318 -2.664
5 C -2.859 -2.090 -1.864
6 C -1.638 -1.620 -1.407
7 C -1.188 -0.344 -1.729
8 N -0.011 0.171 -1.243
9 C 1.026 -0.691 -0.715
10 C 0.938 -0.843 0.811
11 N 0.894 0.448 1.462
12 S 2.411 1.161 1.675
13 O 3.275 0.907 0.552
14 O 2.179 2.522 2.053
15 C 2.989 0.225 3.082
16 C 2.309 0.361 4.277
17 C 2.734 -0.363 5.378
18 C 3.826 -1.211 5.268
19 C 4.500 -1.337 4.064
20 C 4.079 -0.613 2.960
21 C -0.125 1.317 0.915
22 C 0.015 1.476 -0.607
23 C -1.958 0.424 -2.663
24 C -1.477 1.593 -3.287
25 C -2.285 2.295 -4.144
26 C -3.598 1.841 -4.341
27 N -4.039 0.716 -3.858
28 C -3.241 -0.034 -3.087
29 H -3.203 -3.071 -1.574
30 H -1.057 -2.257 -0.759
31 H 1.987 -0.216 -0.943
32 H 0.988 -1.661 -1.209
33 H 0.037 -1.392 1.101
34 H 1.814 -1.374 1.187
35 H 1.470 1.036 4.326
36 H 2.216 -0.267 6.321
37 H 4.156 -1.774 6.128
38 H 5.352 -1.994 3.985
39 H 4.583 -0.678 2.008
40 H -1.104 0.891 1.160
41 H -0.013 2.285 1.403
42 H 0.974 1.959 -0.824
43 H -0.803 2.096 -0.970
44 H -0.457 1.905 -3.122
45 H -1.928 3.176 -4.653
46 H -4.301 2.405 -4.939

***

Record 7
The following is a quantum chemistry calculation of a molecular structure, C19H18NO2Pt, from OMol25.

## Properties
net charge = +1
HOMO level (alpha / beta) = -11.1446 / -11.7896 eV
multiplicity = 5

CARTESIAN COORDINATES (ANGSTROEM)
1 C 0.233 -2.681 3.398
2 C -1.051 -2.836 2.812
3 C -1.001 -2.468 1.454
4 H -1.916 -3.246 3.334
5 C 0.379 -2.085 1.126
6 C 1.142 -2.153 2.403
7 H 2.229 -2.113 2.436
8 H 0.523 -3.050 4.381
9 H -1.809 -2.576 0.742
10 H 0.867 -2.194 0.163
11 C -1.177 2.270 1.981
12 C -0.743 2.723 3.232
13 C 0.671 2.597 3.324
14 H -1.370 3.166 4.008
15 C 1.168 2.039 2.093
16 C -0.009 1.874 1.198
17 H 0.064 1.939 0.118
18 H -2.189 2.317 1.592
19 H 1.298 2.958 4.141
20 H 2.197 2.023 1.738
21 Pt 0.548 -0.092 1.872
22 O -0.030 -0.143 -0.751
23 C -1.285 -0.509 -1.323
24 C -0.124 -0.879 -2.186
25 H -1.799 -1.355 -0.860
26 H -1.864 0.359 -1.647
27 H 0.229 -1.913 -2.136
28 H 1.173 -1.830 -4.329
29 C 0.788 -0.818 -4.503
30 C 0.179 -0.147 -3.407
31 C -0.283 1.172 -3.586
32 H -0.722 1.702 -2.743
33 C -0.194 1.769 -4.848
34 H -0.575 2.782 -4.976
35 C 0.383 1.093 -5.923
36 H 0.459 1.574 -6.901
37 C 0.854 -0.219 -5.756
38 H 1.279 -0.769 -6.596
39 O 0.226 -0.123 6.141
40 C 0.486 -0.091 4.969
41 N 0.763 -0.064 3.811

***

Record 8
The following is a quantum chemistry calculation of 3 unconnected molecules or ions with the total composition C19H18NO8, from OMol25.

## Properties
net charge = +1
energy relative to the best compared isomer or geometry (same formula, charge and spin) = 0.0 kJ/mol
HOMO level = -11.8205 eV

CARTESIAN COORDINATES (ANGSTROEM)
1 C 2.343 -0.709 3.957
2 C 1.680 0.267 2.830
3 C 0.104 -0.119 2.821
4 C -0.328 -1.388 1.991
5 C -1.856 -1.746 2.055
6 C -2.799 -0.833 2.918
7 N -2.311 0.317 3.640
8 C -0.903 0.720 3.636
9 H 2.184 -1.786 3.562
10 H 3.436 -0.470 4.172
11 H 1.665 -0.590 4.888
12 H 1.770 1.375 3.084
13 H 2.091 0.047 1.777
14 H 0.436 -2.023 1.403
15 H -2.242 -2.673 1.494
16 H -3.904 -1.096 2.982
17 H -2.920 0.912 4.238
18 H -0.521 1.623 4.238
19 C 0.959 -4.241 -2.255
20 C 0.057 -4.775 -3.082
21 C -1.041 -3.954 -3.669
22 O -1.835 -4.468 -4.434
23 C -1.120 -2.539 -3.286
24 C -0.220 -2.008 -2.457
25 C 0.893 -2.823 -1.893
26 O 1.708 -2.297 -1.151
27 O -0.282 -0.695 -2.090
28 O 0.105 -6.091 -3.425
29 H 1.762 -4.825 -1.824
30 H -1.932 -1.958 -3.704
31 H 0.478 -0.556 -1.489
32 H -0.650 -6.230 -4.031
33 C -1.187 4.168 -1.374
34 C -0.683 2.954 -1.609
35 C 0.774 2.673 -1.443
36 O 1.200 1.548 -1.646
37 C 1.646 3.781 -1.039
38 C 1.141 4.995 -0.809
39 C -0.317 5.269 -0.947
40 O -0.745 6.385 -0.711
41 O 1.940 6.032 -0.436
42 O -1.484 1.924 -2.008
43 H -2.241 4.386 -1.488
44 H 2.702 3.568 -0.940
45 H 1.340 6.797 -0.330
46 H -0.893 1.150 -2.116